[1]
This record from the Open Molecules 2025 dataset describes a cluster of 2 separate species, C4H9PS in total in a non-equilibrium geometry. The level of theory is wB97M-V/def2-TZVPD.

Structure (XYZ):
```
15
Properties=species:S:1:pos:R:3:forces:R:3
C 2.141347 1.688489 -2.348611 -0.25 0.97 -2.11
C 2.609716 0.967325 -1.545334 0.82 -1.06 2.62
C -1.560195 -1.690170 -0.610617 1.78 -0.20 -1.28
C -1.172502 -0.587155 0.344089 -0.53 2.69 -0.65
P 0.529619 -0.445818 0.994688 2.86 -2.55 -1.73
S 1.486487 1.241876 1.268815 -1.13 -0.30 0.73
H 2.004176 2.263020 -3.207973 -0.54 0.54 -0.67
H 1.248660 -1.376123 0.057292 -0.69 1.42 -0.01
H 2.862775 0.670796 -0.545820 0.24 -0.54 -0.52
H -0.811885 -1.717246 -1.491260 -1.01 -0.39 1.62
H -1.615107 -2.544019 -0.021266 0.82 -2.34 0.61
H -2.532780 -1.782774 -1.066709 -0.66 1.41 -0.03
H -1.740508 -0.498556 1.297292 -0.43 0.19 -1.07
H -1.214043 0.338585 -0.341504 -0.14 -0.61 1.79
H 0.911854 -1.521303 1.868368 -1.17 0.77 0.69
```
Forces are in eV/Å.

As for the energy above the lowest of the compared OMol25 structures with the same formula, charge and spin: 374.5 kJ/mol. Its maximum force is 4.2 eV Å⁻¹. For the HOMO energy, the calculation gives -0.3175 hartree.

[2]
This record from the Open Molecules 2025 dataset describes a cluster of 2 separate species, C4H9S in total in a non-equilibrium geometry. The level of theory is wB97M-V/def2-TZVPD.

Structure (XYZ):
```
14
Properties=species:S:1:pos:R:3:forces:R:3
C 1.149835 -1.319908 -1.001772 0.04 0.17 0.68
S 2.406475 -0.385388 -0.023777 -0.20 -0.29 0.01
H 0.547661 -2.029859 -0.416268 0.19 0.05 0.23
H 1.631149 -1.931314 -1.766701 -0.18 0.32 -0.37
H 0.426803 -0.584362 -1.366978 0.11 -0.29 -0.63
C -2.237209 1.819673 -0.228262 0.70 -0.93 -0.81
C -2.395051 0.527236 0.523142 0.03 0.74 -0.26
C -1.428458 -0.174104 1.105156 -1.24 -1.25 0.15
H -2.920633 1.826873 -1.080915 -0.03 0.42 0.06
H -1.212484 1.932910 -0.595855 -0.05 -0.06 -0.03
H -2.399983 2.654437 0.442655 -0.39 0.21 0.06
H -3.432125 0.186717 0.585341 0.07 0.32 0.84
H -1.823734 -0.853212 1.864209 0.38 -0.53 -0.39
H -0.411740 -0.342842 0.786084 0.57 1.11 0.44
```
Forces are in eV/Å.

As for the energy above the lowest of the compared OMol25 structures with the same formula, charge and spin: 116.6 kJ/mol. The net charge is -1. Its maximum force is 1.8 eV Å⁻¹. For the HOMO energy, the calculation gives -0.0779 hartree.

[3]
This record from the Open Molecules 2025 dataset describes a structure of composition C4HBrClI. The level of theory is wB97M-V/def2-TZVPD.

Structure (XYZ):
```
8
Properties=species:S:1:pos:R:3:forces:R:3
C 0.333697 0.496812 0.080568 -0.17 0.12 0.01
C -0.637690 1.326755 0.210670 0.37 -0.15 -0.07
C 1.694937 0.036292 0.032536 0.92 -0.10 0.00
C 2.792616 0.817904 0.010170 -0.32 -0.49 -0.03
Cl 2.638010 2.527400 -0.022201 -0.04 -0.16 0.06
Br 1.884430 -1.860851 0.013270 -0.22 0.30 0.03
I 4.736391 0.039398 0.000585 -0.29 0.39 -0.01
H -0.487474 -0.273412 -0.027565 -0.24 0.09 0.02
```
Forces are in eV/Å.

As for the energy above the lowest of the compared OMol25 structures with the same formula, charge and spin: 130.0 kJ/mol. Its maximum force is 0.9 eV Å⁻¹. For the HOMO energy, the calculation gives -0.3418 hartree.

[4]
This record from the Open Molecules 2025 dataset describes a structure of composition C4HEuO2 in a non-equilibrium geometry. The level of theory is wB97M-V/def2-TZVPD.

Structure (XYZ):
```
8
Properties=species:S:1:pos:R:3:forces:R:3
O -1.006778 1.238257 -0.196588 -1.33 0.66 -1.00
C 2.448043 -0.193508 2.172675 -0.33 -0.01 -0.27
C 1.690016 0.018471 1.160088 0.00 0.41 -0.55
C 0.996313 0.314671 0.076098 -0.28 -1.16 -0.08
C -0.267630 0.129063 -0.459622 2.47 0.18 2.08
O -0.737653 -0.886408 -1.018319 -1.42 -0.89 -0.59
Eu -2.520242 -2.615068 -1.087942 0.98 0.94 0.06
H -0.602070 1.994519 -0.646387 -0.09 -0.12 0.35
```
Forces are in eV/Å.

Its multiplicity is 9. Its maximum force is 3.2 eV Å⁻¹. For the HOMO energy (spin up / spin down), the calculation gives -0.2452 / -0.2579 hartree.